The following is a quantum chemistry calculation of an isolated ion of composition C7H9N and charge +1, from the OMol25 dataset.

XYZ file:
```
17
C7H9N, DFT ωB97M-V/def2-TZVPD
C 1.8947 0.5424 0.3211
C 2.1655 -0.5871 -0.4396
N 0.9767 -1.0721 -0.9209
C -0.0536 -0.3021 -0.4558
C 0.5222 0.7814 0.2968
C -0.2781 1.7811 1.0450
C -2.1316 -1.3878 -0.1170
C -1.4390 -0.5236 -0.8655
H 2.5768 1.1716 0.8707
H 3.1179 -1.0636 -0.6022
H 0.7064 -1.8953 -1.4253
H -1.2232 1.9067 0.5169
H -0.5049 1.4448 2.0579
H 0.2541 2.7292 1.0813
H -1.6789 -1.8015 0.7709
H -3.1545 -1.6534 -0.3369
H -1.7504 -0.0707 -1.7975
```

Values from the calculation:
Spin multiplicity: 2
Charge: +1
HOMO (spin up / spin down), Ha: -0.52839 / -0.54010
Total energy, Ha: -326.57552
HOMO-LUMO gap (spin up / spin down), eV: 11.093 / 7.576
Relative energy (zero: lowest compared OMol25 entry of this formula, charge and spin), eV: 1.1354
LUMO (spin up / spin down), eV: -3.285 / -7.121

***

The following is a quantum chemistry calculation of an isolated ion of composition C7H9N2 and charge +1, from the OMol25 dataset.

XYZ file:
```
18
C7H9N2, DFT ωB97M-V/def2-TZVPD
C 0.4049 1.0622 0.1591
C 1.6804 1.5020 0.1648
C -1.8904 -0.3319 0.6665
C -2.2835 -1.4323 -0.4369
C -0.2188 -0.2129 -0.0580
C 2.8467 0.7884 -0.0914
C -1.4399 -0.2762 -0.8169
N 3.4315 -1.5505 -0.1357
N 3.0329 -0.4957 -0.1116
H -0.2727 1.8180 0.2293
H 1.7907 2.6338 0.0964
H -2.4397 0.4841 1.1339
H -1.4031 -0.9580 1.3213
H -1.9338 -2.3640 -0.0230
H -3.3400 -1.4158 -0.7701
H 0.2624 -1.1652 0.2144
H 3.7127 1.4432 -0.0765
H -1.9403 0.4706 -1.4656
```

Values from the calculation:
Charge: +1
HOMO, Ha: -0.44039
Total energy, Ha: -381.19893
HOMO-LUMO gap, eV: 7.594
Relative energy (zero: lowest compared OMol25 entry of this formula, charge and spin), eV: 5.5723
LUMO, eV: -4.390

***

The following is a quantum chemistry calculation of an isolated ion of composition C7H9N2 and charge +1, from the OMol25 dataset.

XYZ file:
```
18
C7H9N2, DFT ωB97M-V/def2-TZVPD
C 2.0373 0.8120 -0.5381
C 1.1370 0.1689 0.5544
C 1.2075 -1.3902 0.3978
C 0.0191 -1.8293 0.0077
N -0.9320 -0.7808 -0.0760
C -2.2141 -0.5187 -0.3728
C -2.4037 0.8442 -0.0594
C -1.2006 1.3489 0.4351
N -0.2544 0.4016 0.4042
H 1.6500 0.3393 -1.3965
H 3.0079 0.6681 -0.4154
H 1.7498 1.7826 -0.3822
H 1.4560 0.4428 1.5117
H 2.1267 -1.8779 0.3423
H -0.3762 -2.7788 -0.2055
H -2.7661 -1.4025 -0.6416
H -3.2658 1.4798 -0.3430
H -0.9786 2.2899 0.7773
```

Values from the calculation:
SMILES: C[C@@H]1C=C[n+]2cccn21
Charge: +1
HOMO, Ha: -0.50725
Total energy, Ha: -381.32661
HOMO-LUMO gap, eV: 9.651
Relative energy (zero: lowest compared OMol25 entry of this formula, charge and spin), eV: 2.0979
LUMO, eV: -4.152

***

The following is a quantum chemistry calculation of an isolated ion of composition C7H9N2O4 and charge -1, from the OMol25 dataset.

XYZ file:
```
22
C7H9N2O4, DFT ωB97M-V/def2-TZVPD
C 0.4862 1.0752 1.9692
C -0.3957 1.7666 0.8179
C -0.0633 0.8877 -0.4068
N -0.9425 -0.0435 -0.5527
C -1.2251 -1.0773 -1.3853
N -0.5400 -2.0762 -1.8725
C 0.6698 -2.5195 -1.6187
C 0.9653 -3.7468 -2.2282
O 1.9889 -4.3856 -2.0563
O -0.0729 -4.2219 -2.9722
C 1.2310 1.1329 -1.0804
O 2.0236 2.0179 -0.8210
O 1.4289 0.3600 -2.1796
H 0.4707 -0.0408 2.0180
H 0.1663 1.3772 3.0286
H 1.4677 1.3781 2.0497
H -0.1083 2.7608 0.4745
H -1.5583 1.7112 1.1260
H -2.2962 -1.0131 -1.5894
H 1.2858 -2.1321 -0.9163
H -0.7521 -3.6011 -3.0548
H 1.2067 -0.5247 -1.8559
```

Values from the calculation:
SMILES: CC/C(=N/C=N\C=C(\[O-])O)C(=O)O
Charge: -1
HOMO (spin up / spin down), Ha: -0.11968 / -0.11985
Total energy, Ha: -682.60391
HOMO-LUMO gap (spin up / spin down), eV: 6.383 / 6.392
Relative energy (zero: lowest compared OMol25 entry of this formula, charge and spin), eV: 2.2385
LUMO (spin up / spin down), eV: 3.126 / 3.131

***

Which of these has the lowest relative energy (zero: lowest compared OMol25 entry of this formula, charge and spin)? C7H9N

***

What did the first record say?
The following is a quantum chemistry calculation of an isolated ion of composition C7H9N and charge +1, from the OMol25 dataset.

XYZ file:
```
17
C7H9N, DFT ωB97M-V/def2-TZVPD
C 1.8947 0.5424 0.3211
C 2.1655 -0.5871 -0.4396
N 0.9767 -1.0721 -0.9209
C -0.0536 -0.3021 -0.4558
C 0.5222 0.7814 0.2968
C -0.2781 1.7811 1.0450
C -2.1316 -1.3878 -0.1170
C -1.4390 -0.5236 -0.8655
H 2.5768 1.1716 0.8707
H 3.1179 -1.0636 -0.6022
H 0.7064 -1.8953 -1.4253
H -1.2232 1.9067 0.5169
H -0.5049 1.4448 2.0579
H 0.2541 2.7292 1.0813
H -1.6789 -1.8015 0.7709
H -3.1545 -1.6534 -0.3369
H -1.7504 -0.0707 -1.7975
```

Values from the calculation:
Spin multiplicity: 2
Charge: +1
HOMO (spin up / spin down), Ha: -0.52839 / -0.54010
Total energy, Ha: -326.57552
HOMO-LUMO gap (spin up / spin down), eV: 11.093 / 7.576
Relative energy (zero: lowest compared OMol25 entry of this formula, charge and spin), eV: 1.1354
LUMO (spin up / spin down), eV: -3.285 / -7.121

***

What is the charge in the first record? +1